(1)
C47H49AlCl13 as an isolated structure in a non-equilibrium geometry, computed with wB97M-V/def2-TZVPD.

```
110
Properties=species:S:1:pos:R:3:forces:R:3
Cl 6.1223 -3.5849 -12.6000 0.0132 -0.0604 -0.0042
Cl -0.6367 -0.1061 -11.5695 0.0479 0.0295 -0.0385
Cl -3.2347 2.2660 -2.4036 -0.0777 0.0576 -0.0762
Cl 2.7932 4.8412 1.5036 -0.2650 0.6510 -0.4246
Cl 1.4739 0.9889 4.6853 -0.0973 0.0956 -0.0767
Cl 1.6823 1.4991 -10.0723 -0.0920 0.2529 0.0169
Cl 2.5728 -0.0977 10.1416 0.0303 -0.0568 -0.0280
Cl -0.0426 3.4806 2.1001 -0.0258 0.0200 0.3410
Cl 4.0247 -5.8864 -11.8807 0.0520 -0.0098 -0.0333
Cl 0.8685 -1.8295 8.0594 0.1444 -0.0384 0.1110
Cl 3.5915 2.4031 2.7606 0.0974 -0.5688 0.5021
Cl 0.4409 -4.1581 3.9360 0.0330 0.0779 -0.0381
Cl -1.5537 -0.1860 -3.5347 -0.1064 -0.0779 0.0261
Al -0.2771 -1.6776 2.0675 0.4472 0.1499 -0.2361
C 0.4555 1.5542 10.1637 -0.1137 0.1048 0.0102
C -1.3611 0.0494 2.0119 -0.3572 -0.6438 0.1962
C -1.7203 -0.3969 -9.1270 -0.0694 -0.0308 0.1439
C -2.8750 -4.8922 -0.7637 -0.2855 0.4096 -0.2629
C -1.5477 2.1065 -2.0624 -0.0488 -0.0083 0.1127
C 4.5848 -3.2196 -11.8954 0.0736 0.1065 -0.0252
C 5.8854 0.5638 5.4444 -0.0454 -0.0024 0.0329
C 1.7003 7.0619 2.5426 -0.0496 0.1348 0.0616
C 0.2983 0.9859 -7.8255 -0.0682 -0.0314 0.0995
C -0.7584 0.4613 -7.1007 -0.0146 0.0157 -0.0281
C -3.9233 -3.7546 -0.8338 -0.2383 -0.4692 0.7183
C -0.6615 0.1274 -9.8544 -0.0969 -0.0588 -0.0508
C 2.1320 -2.5615 -10.7789 0.0597 0.0187 -0.0118
C 0.6828 7.8058 3.1150 -0.0418 -0.0281 0.0103
C -0.9286 3.0591 -1.2688 0.1307 0.0395 0.0541
C 0.1284 -2.3535 3.9649 -0.2751 0.6695 0.0490
C 1.4926 5.7284 2.2201 0.0968 0.1017 -0.0275
C 0.5277 0.9087 -2.2384 0.1229 0.0223 0.0538
C -1.7697 -0.2297 -7.7532 0.0543 0.0260 -0.0074
C 0.3476 0.8215 -9.2021 0.0617 0.0217 0.0859
C 3.6725 -4.2185 -11.5879 -0.0919 -0.0833 0.0324
C -3.1682 -0.6990 0.2436 -0.6846 0.5585 0.2860
C 5.4498 1.3105 4.3625 0.1104 -0.0782 0.1361
C 4.2695 -1.8928 -11.6396 -0.1233 0.0832 0.0537
C -2.8439 0.0143 1.5854 0.5090 0.2555 -0.5252
C -2.3447 -1.9521 4.6190 0.2492 0.6582 0.2977
C -1.0096 0.0576 8.3482 -0.1544 0.1177 0.0221
C 2.4462 -3.8864 -11.0302 -0.1000 0.1207 0.0531
C 0.2542 -0.3673 8.7345 -0.0569 -0.0992 -0.1193
C -0.8801 -2.0500 5.0721 -0.5428 -0.9364 -0.0090
C 3.0457 -1.5611 -11.0825 0.0057 -0.0033 -0.0049
C -4.4412 -1.5523 0.3380 -0.2390 -0.7376 -0.1467
C 0.2627 5.1354 2.4749 -0.1295 -0.2114 0.0121
C -0.8068 1.9745 9.7799 -0.0178 -0.0480 -0.0402
C -0.8181 1.0294 -2.5464 0.1137 -0.0442 -0.0036
C -1.5394 1.2258 8.8689 0.0564 0.0185 0.0471
C 0.4161 2.9369 -0.9592 0.0390 -0.1351 -0.3909
C 0.9884 0.3848 9.6413 0.0233 0.1133 0.0588
C 4.9618 -0.0408 6.2862 0.0333 0.0403 -0.0440
C -0.5483 7.2162 3.3667 0.0476 -0.0024 -0.0198
C 4.0920 1.4556 4.1165 0.1566 -0.0721 -0.1835
C -4.1509 -3.0518 0.5184 0.7401 0.4496 -0.1592
C -1.6152 -4.4938 -1.5294 -0.3101 -0.0352 0.0657
C 3.1686 0.8473 4.9556 -0.0973 -0.0907 0.1199
C 3.6067 0.1005 6.0408 0.1286 -0.0342 0.0973
C 1.1449 1.8613 -1.4455 -0.0519 0.0637 0.0018
C -0.7560 5.8849 3.0485 -0.0228 0.2135 0.0595
H -0.9638 -5.3436 -1.7210 0.2028 0.0061 0.0959
H -4.9027 -3.5604 1.1206 -0.2164 -0.0594 -0.1190
H -1.2177 2.8870 10.1906 0.0221 0.0092 0.0077
H 1.0299 2.1367 10.8705 0.0752 -0.0582 -0.0077
H 2.8036 -0.5233 -10.8842 0.0881 -0.2557 -0.0789
H 1.0872 1.5253 -7.3201 0.0417 0.0139 -0.0724
H 1.7366 -4.6665 -10.7925 0.0615 -0.0683 -0.0239
H -2.3316 -1.2618 -0.1658 0.1306 -0.2223 0.1776
H -2.5674 -0.9120 4.3870 -0.1149 0.0269 -0.3462
H -3.3897 0.0903 -0.4676 0.1713 0.1507 -0.3517
H -1.7130 5.4224 3.2452 0.0343 -0.1022 -0.0350
H -3.6065 -3.0233 -1.5748 0.0112 0.1411 -0.0790
H -1.8990 -4.0548 -2.4866 0.0227 -0.1000 -0.1829
H 0.8508 8.8448 3.3647 0.0220 0.0037 -0.0090
H 6.1666 1.7829 3.7054 -0.0665 0.0301 -0.0650
H -5.0509 -1.4580 -0.5648 -0.0432 0.1654 -0.1071
H 2.6604 7.5178 2.3450 0.0365 -0.0803 -0.0381
H 2.1934 1.7593 -1.2001 -0.0137 -0.0422 0.0213
H -3.5063 -0.3832 2.3528 0.1829 -0.1717 0.2457
H -2.5407 -2.5590 3.7402 -0.0766 -0.1650 -0.0770
H 0.8975 3.6764 -0.3441 0.0425 0.0744 -0.0011
H -0.7960 0.5902 -6.0280 0.0230 0.0046 -0.0060
H -3.2201 -3.1203 1.0788 0.1353 -0.0668 0.2092
H -1.3475 7.7935 3.8119 -0.0156 -0.0136 0.0062
H -2.5240 1.5519 8.5625 -0.0023 -0.0192 -0.0227
H -2.5979 -0.6383 -7.1902 -0.0014 -0.0074 -0.0021
H 1.1735 -2.3093 -10.3455 -0.0093 -0.0132 0.0049
H 4.9839 -1.1172 -11.8782 0.0629 -0.0621 -0.0313
H -0.6044 -1.1483 5.6178 0.1316 0.1753 -0.1190
H -5.0766 -1.2119 1.1555 0.0392 0.2395 0.1040
H -1.5771 -0.5278 7.6377 0.0844 -0.0646 -0.0174
H 2.8846 -0.3728 6.6925 -0.0593 0.0174 -0.0718
H -2.6482 -5.0674 0.2854 0.1951 -0.1350 0.0870
H 1.0683 -1.9086 4.2823 0.3205 -0.2266 -0.0530
H -1.3113 0.4885 3.0161 0.0492 0.1991 0.0652
H -1.5008 3.8920 -0.8839 -0.0798 -0.0390 -0.0174
H 1.1714 -1.3337 1.3986 0.1454 0.0640 0.0110
H -0.8975 -2.8895 1.2245 -0.3219 -0.1606 -0.0669
H 6.9456 0.4533 5.6300 0.0086 0.0084 -0.0185
H -1.0926 -3.7225 -0.9734 0.2843 0.0328 0.1121
H -0.8284 -2.8737 5.7863 0.1239 0.0732 0.2891
H -3.1461 1.0568 1.4360 -0.3517 0.0693 0.1796
H -0.8406 0.7490 1.3529 0.1769 0.0390 -0.1293
H 1.0905 0.0648 -2.6120 -0.0814 -0.0589 0.0057
H 5.2961 -0.6242 7.1337 -0.0304 -0.0148 0.0062
H -2.5067 -0.9356 -9.6370 0.0412 0.0121 -0.0860
H -3.2796 -5.8228 -1.1604 -0.0791 -0.0786 -0.1038
H -4.8940 -4.1452 -1.1470 -0.0118 -0.0030 -0.2924
H -3.0333 -2.2157 5.4213 -0.0788 -0.2689 0.0502
```
Forces are in eV/Å.

Values from the calculation:
Energy ... -8045.342557 hartree
Net charge ... -1
Orbital gap ... 6.818 eV

---

(2)
C47H50BiFN4P2 as an isolated structure in a non-equilibrium geometry, computed with wB97M-V/def2-TZVPD.

```
105
Properties=species:S:1:pos:R:3:forces:R:3
Bi 0.3883 0.3083 -1.1739 -0.3284 0.2196 1.4468
P -2.0810 -1.2468 0.6620 0.5550 -0.5726 0.5461
P 0.5289 -2.5148 0.9959 -0.6280 0.6573 -0.5849
F -2.7074 1.0397 -1.2393 0.7014 2.3164 -0.5621
N -1.2077 -2.7604 0.9439 1.3518 0.7083 -0.8527
N 2.8508 -0.1052 -1.2514 1.6360 -0.4512 -0.8289
N -0.3927 2.7061 -0.9608 -1.9592 -1.5507 -1.6026
N 4.9185 -0.7683 -0.7412 -0.3690 0.7757 -0.6731
C 2.1053 -5.1683 -2.4473 -1.6939 1.9265 -1.4611
C 1.2519 3.9371 0.3365 1.3990 -0.0618 -1.8073
C 2.3329 -3.3637 2.8837 2.2826 0.2815 -0.6946
C 3.3418 4.7160 -0.7554 -1.3228 -0.3956 -1.1568
C -3.7661 -1.7797 0.2411 -0.4735 -1.0373 -0.3799
C -2.7744 2.4359 -1.5284 0.7554 -2.6523 1.1907
C -1.7124 -4.0229 0.3578 -0.1599 -0.3844 1.7882
C 1.6130 3.7029 -2.1430 -0.4755 0.1321 0.9814
C -2.3690 -0.5672 2.3438 0.6517 -0.0297 -0.2758
C 1.0807 4.9786 -4.1585 -0.9828 0.1640 -0.0419
C 3.8599 -0.0137 -0.3667 -0.3762 -0.5030 -0.2788
C 2.5345 4.5869 0.3889 -0.3698 -0.8923 -0.5719
C 0.6342 -3.3909 -1.6964 0.2873 -0.1901 0.6152
C -4.5675 -2.6239 1.0759 0.5137 1.5804 -0.8749
C -3.1310 0.5458 4.7358 -0.1716 -0.4972 1.3977
C 1.9630 -4.9066 4.6393 -1.0785 -1.5553 -0.2272
C 2.8562 -4.1500 3.9099 -0.9080 0.7544 0.0335
C -0.8987 4.1554 1.6527 -0.5593 1.3573 -1.0773
C -4.1424 4.2672 -2.0475 -1.0051 -0.9465 -0.2613
C -1.5877 3.2277 -1.3250 0.1279 -0.7099 -0.3024
C 2.8810 4.3118 -2.0493 -0.9186 -0.4891 3.2324
C 2.9320 -5.0182 -1.3868 -1.1410 1.1093 1.7156
C 0.5598 3.7412 1.6579 -0.3985 0.0768 0.4442
C 0.1838 -4.4106 3.0504 -0.3074 -0.3960 0.0489
C 1.0384 -3.4615 2.4475 -0.9686 -0.6036 0.0509
C -5.7115 -3.1969 0.5787 -0.6653 -0.0889 -0.1145
C 6.1887 -0.8205 -0.0696 0.0633 0.4611 2.6920
C 2.4818 -4.1726 -0.3349 0.0373 0.2234 0.0972
C 3.4110 -0.8703 -2.3092 -0.7565 -0.3884 0.9450
C -2.0416 -1.2350 3.5351 -0.6796 0.4668 -0.3833
C -6.0940 -2.9918 -0.7343 1.0177 0.0359 -1.6676
C -1.7844 4.5895 -1.6210 -0.2207 0.6175 0.0994
C -5.3471 -2.1236 -1.5675 -0.4206 -0.7102 1.5283
C 4.6480 -1.3269 -1.9769 -0.6319 0.9996 0.1864
C 0.6796 -5.2105 4.1116 0.2584 2.2066 -1.0549
C -2.4628 -0.7001 4.7421 -0.5385 0.7646 -0.0613
C -3.3560 1.2512 3.5872 -0.0364 -0.5066 -1.0389
C -4.0084 2.8695 -1.8446 -0.3259 1.0950 0.1152
C 0.7563 3.4734 -0.9697 4.1622 2.2157 1.4617
C 1.0170 -4.2390 -2.7020 1.4826 -1.3972 0.5419
C 1.2883 -3.4312 -0.4504 0.5636 -0.5519 0.6316
C 1.1111 3.5364 -3.5521 -0.8035 -0.0211 0.3962
C -3.0122 5.0577 -2.0234 0.2930 -0.2362 -0.1233
C 1.9823 2.6086 -4.4410 -0.4940 1.0149 -0.7784
C -2.9842 0.6739 2.3691 -0.2860 0.3956 0.3680
C -4.1927 -1.5358 -1.0790 0.5616 0.6342 0.2172
C 0.7172 2.3121 2.2703 -0.0163 0.5284 -0.2652
H 0.5119 -4.2460 -3.6560 -0.1177 -0.1730 0.0026
H 0.4315 4.9245 -5.0599 0.5280 0.4258 0.4243
H 3.4659 4.4219 -2.9414 0.2444 0.2009 -0.0907
H 3.0785 -2.7224 2.3493 -0.8860 -0.3480 0.4087
H -3.9359 2.1593 3.6171 0.0798 0.2095 -0.0523
H 6.3365 0.0688 0.5929 -0.1955 -0.4435 -0.9054
H 4.2937 5.1936 -0.6881 0.5324 0.1866 0.1766
H -1.5957 -2.2026 3.4566 0.3520 -0.4332 0.1918
H 2.1966 -5.3771 5.5874 0.4953 -0.1891 -0.2487
H 0.0501 3.1612 -3.4405 0.9698 0.2596 -0.6375
H -1.0055 5.3157 -1.4576 0.4251 -0.1443 -0.2054
H -3.0921 6.0394 -2.4047 -0.0696 1.1410 0.1860
H 1.0725 4.4639 2.3055 -0.1767 -0.2939 0.1163
H -3.2736 1.1770 1.4549 0.1243 -0.0085 -0.1900
H -1.5437 3.5149 1.0639 0.0649 -0.3464 -0.0666
H -5.6775 -1.9074 -2.5499 -0.2324 0.0019 -0.8514
H 0.0686 -6.0067 4.4797 -0.2323 -0.1128 0.6016
H 2.2929 -5.9114 -3.1693 0.3189 -0.6720 -0.8972
H 3.8200 -5.5953 -1.2799 0.4600 -0.3947 0.1414
H -3.6135 -0.8167 -1.7017 -0.5315 -0.9546 0.4331
H 2.8283 3.2465 -4.8024 -0.4682 -0.8963 0.1861
H 3.0756 -4.1355 0.5930 -0.4898 -0.0845 -0.5141
H -4.3835 -2.7104 2.1192 0.5748 -0.1978 0.6866
H 0.9611 1.6312 1.4464 -0.0617 -0.2505 0.2946
H -2.3782 -4.4480 1.1423 0.4478 -0.3086 -0.7639
H -0.2233 1.9701 2.7678 0.8634 0.2357 -0.2800
H 2.8398 -1.1706 -3.1629 -0.2369 0.1331 -0.2629
H -5.1337 4.7187 -2.2206 0.6629 -0.3719 -0.0802
H -6.3808 -3.7760 1.2049 0.3221 -0.1381 0.1188
H 2.9605 4.8974 1.3738 -0.6282 -0.1908 -0.9392
H 0.6663 5.7433 -3.4337 0.2159 -0.9724 -0.7941
H -0.8762 -4.4803 2.6647 1.4769 -0.2766 0.6590
H 1.3808 2.3036 -5.3294 0.5720 0.1969 0.5308
H -1.0410 5.1940 1.2054 0.2024 -1.1046 0.8102
H 2.3633 1.7130 -3.9521 -0.0092 0.0525 0.1601
H -0.8944 -4.7124 0.0743 -0.4886 0.4018 0.3778
H 7.0398 -0.9436 -0.6894 0.4253 0.1203 -1.0176
H -1.3149 4.1024 2.6410 -0.0632 0.3286 0.6158
H 1.5681 2.3385 2.9681 -0.4142 -0.3574 -0.1325
H -4.8225 2.1523 -1.8676 0.0229 0.2474 -0.0654
H -0.2466 -2.7843 -1.7909 -0.4549 0.3061 -0.2243
H -3.5984 0.9616 5.6422 0.6205 -0.4287 -0.2092
H 2.0844 5.3637 -4.4291 -0.5273 -0.4887 0.0336
H -2.3158 -3.8192 -0.4850 -0.6085 0.0562 -1.1093
H 3.8790 0.5998 0.5291 -0.1550 -0.2579 -0.1448
H -2.3758 -1.2480 5.6762 0.1981 0.0848 -0.1867
H 3.9113 -4.1076 4.1141 0.0892 0.1526 0.4446
H 6.2141 -1.6408 0.6474 -0.1594 -0.2931 -0.1493
H -6.8328 -3.6384 -1.2113 -0.3065 0.5770 0.3943
H 5.3611 -1.8818 -2.5648 -0.0067 -0.0856 0.2554
```
Forces are in eV/Å.

Values from the calculation:
Energy ... -3036.550428 hartree
Net charge ... +2
Orbital gap (spin up / spin down) ... 5.782 / 4.942 eV